# C84H188F24N4P7

A 11-piece molecular cluster, C84H188F24N4P7 overall in a non-equilibrium geometry (ωB97M-V/def2-TZVPD, OMol25).

```
307
Properties=species:S:1:pos:R:3:forces:R:3
C 2.1218 3.7576 2.0897 0.3 -0.8 0.5
C 0.8050 3.4503 2.7898 0.9 -0.2 -0.9
C -0.3817 4.1566 2.1765 -0.9 -0.8 0.9
C -0.3824 5.6551 2.3544 0.7 0.0 0.3
P -1.8803 6.5161 1.8756 -0.6 1.2 -2.5
C -3.3528 6.4380 2.9430 1.1 -0.8 1.6
C -3.2635 5.2443 3.9618 0.1 -0.3 -0.5
C -4.4017 5.2852 4.9704 -1.2 0.3 -0.3
C -4.0722 6.0466 6.2358 0.5 -0.6 1.0
C -2.2876 5.8579 0.1931 -1.1 -0.1 0.1
C -3.5123 6.5838 -0.5154 0.6 -0.5 -0.4
C -3.3337 6.7552 -2.0505 -0.5 1.0 0.9
C -2.2540 7.7988 -2.3678 0.0 -1.5 -0.1
C -1.5106 8.3545 1.6274 -0.6 -1.6 -0.4
C -0.1725 8.7876 1.0473 1.1 0.7 2.1
C -0.0760 10.3107 0.8974 1.0 1.4 -0.7
C 1.3933 10.8370 0.7800 -0.4 -1.5 -0.4
H 2.2684 4.8376 2.0787 0.7 -0.1 0.1
H 2.2930 3.3412 1.0971 -0.8 0.2 -0.3
H 2.8382 3.1562 2.6494 0.7 0.8 0.4
H 0.9280 3.6752 3.8492 -0.2 0.4 0.1
H 0.6680 2.3690 2.7776 -0.4 0.0 -0.2
H -1.1795 3.7135 2.7726 -0.7 0.1 -0.7
H -0.4809 3.9582 1.1093 -0.2 -0.5 0.1
H 0.3245 6.0287 1.6136 0.2 0.5 0.1
H 0.0048 5.8947 3.3448 -0.2 0.4 0.1
H -4.3086 6.4645 2.4199 0.3 -0.2 -0.3
H -3.3043 7.3179 3.5846 -0.1 0.3 -0.2
H -2.3386 5.2240 4.5383 0.3 0.8 0.1
H -3.1232 4.2833 3.4670 -0.9 -0.1 -0.4
H -4.8404 4.3043 5.1535 0.7 -0.3 0.4
H -5.2957 5.7649 4.5718 0.1 0.3 -0.6
H -4.7721 5.8152 7.0387 -0.4 0.3 -0.2
H -3.9846 7.1295 6.1481 -0.2 0.0 -0.3
H -3.1345 5.6946 6.6658 0.3 0.0 -0.1
H -2.6032 4.8156 0.2402 -0.2 -0.2 0.7
H -1.3853 5.6941 -0.3961 0.3 1.0 -0.2
H -3.7319 7.5801 -0.1319 0.3 0.1 0.2
H -4.3961 5.9980 -0.2627 0.0 -0.1 -0.2
H -4.2432 7.1899 -2.4652 -0.4 -0.4 0.3
H -3.1525 5.8299 -2.5973 0.1 -0.1 0.2
H -2.2081 8.6266 -1.6602 -0.3 0.1 -0.2
H -2.4798 8.0978 -3.3914 0.7 0.4 0.1
H -1.3309 7.2243 -2.2904 0.5 0.6 -0.4
H -1.6600 8.6919 2.6531 0.2 0.7 -0.1
H -2.2990 8.7446 0.9837 -0.4 -0.1 0.3
H 0.3164 8.2386 0.2425 -0.8 -0.1 -0.5
H 0.4941 8.6071 1.8906 0.5 -0.2 0.1
H -0.4009 10.9044 1.7519 -0.8 -0.7 0.3
H -0.6292 10.6992 0.0424 -0.3 -0.2 -0.1
H 1.8099 10.6222 -0.2040 0.0 0.2 -0.1
H 1.9702 10.2104 1.4602 0.3 0.4 0.3
H 1.4915 11.8977 1.0111 -0.1 -0.2 0.0
C -3.0869 -4.8612 -4.3060 0.1 -0.3 0.0
C -3.0013 -3.9737 -3.0665 1.1 -0.8 -1.2
C -4.2122 -4.1165 -2.2146 -0.2 1.8 1.2
C -3.9238 -3.2639 -0.9150 -0.7 -1.3 0.8
P -5.1287 -3.3699 0.4989 0.2 1.7 -1.2
C -4.3739 -2.7427 2.0540 -0.5 -1.3 -0.2
C -5.3166 -3.1042 3.2343 0.4 0.0 0.8
C -4.8694 -2.5817 4.5970 2.0 0.2 -1.1
C -5.7301 -2.8951 5.7624 -1.1 -0.3 -0.1
C -6.4855 -2.1710 0.2378 -1.1 -1.8 0.0
C -7.4758 -2.7066 -0.8305 0.8 0.5 -0.7
C -8.4043 -1.5611 -1.3194 0.3 -1.0 0.8
C -7.8986 -0.6558 -2.4347 -0.5 -0.6 -0.7
C -5.6966 -5.0983 0.6320 -0.5 0.2 1.7
C -4.6321 -6.1749 0.8745 -0.1 0.0 -1.8
C -5.2682 -7.6113 0.8175 2.0 2.1 -0.5
C -5.7090 -8.0670 2.1463 -1.7 -1.6 0.5
H -2.9654 -5.9184 -4.0700 0.1 0.0 0.2
H -2.2983 -4.6020 -5.0123 -0.2 0.0 -0.2
H -4.0685 -4.7876 -4.7741 0.0 0.2 -0.2
H -2.7555 -2.9779 -3.4354 -0.5 0.4 0.4
H -2.1338 -4.2823 -2.4831 0.2 0.0 0.1
H -4.3751 -5.1816 -2.0502 -0.2 0.1 0.4
H -5.0774 -3.6654 -2.7004 -0.2 -0.3 -0.2
H -3.7180 -2.2170 -1.1379 -0.1 0.1 0.0
H -3.0318 -3.6833 -0.4498 0.3 0.1 -0.1
H -4.0761 -1.6954 2.0034 -0.4 0.1 -0.4
H -3.4578 -3.3327 2.0267 0.4 -0.1 0.8
H -5.3006 -4.1882 3.3469 -0.5 -0.1 -0.2
H -6.3333 -2.7141 3.1879 -0.2 -0.3 -0.9
H -4.6775 -1.5142 4.4895 0.0 0.2 0.2
H -3.9033 -3.0600 4.7580 0.4 0.2 0.2
H -6.6743 -2.3564 5.6834 0.0 0.3 0.4
H -5.2060 -2.6712 6.6916 -0.3 0.0 0.0
H -6.0350 -3.9407 5.7202 0.2 -0.2 0.3
H -6.1250 -1.1625 0.0349 0.3 -0.1 -0.1
H -7.0566 -2.1660 1.1662 0.2 0.3 0.3
H -8.0135 -3.6087 -0.5388 -0.4 0.4 0.8
H -6.8593 -3.1721 -1.5995 0.0 0.5 -0.8
H -8.5856 -0.9580 -0.4297 -0.3 0.0 0.0
H -9.3555 -2.0124 -1.6017 0.0 0.1 0.0
H -8.5765 -0.8506 -3.2657 -0.2 0.6 -0.2
H -6.9512 -0.9611 -2.8787 0.5 0.2 0.5
H -7.9302 0.3940 -2.1431 0.2 -0.1 -0.3
H -6.3722 -5.4229 -0.1594 0.2 0.5 -0.4
H -6.3320 -5.0798 1.5174 -0.4 0.1 0.2
H -4.0002 -6.0007 1.7454 -0.2 -0.1 0.2
H -3.9887 -6.0604 0.0022 0.5 -0.3 0.1
H -4.4545 -8.2555 0.4841 -0.1 0.0 -0.3
H -6.0537 -7.6051 0.0619 0.0 -0.2 0.0
H -5.5853 -9.1494 2.1098 0.2 -0.1 0.7
H -6.7934 -7.9948 2.2292 -0.1 0.4 0.4
H -5.2366 -7.6359 3.0289 0.2 0.0 -0.2
C 4.3847 -2.8257 2.3726 0.5 0.0 0.5
C 3.6340 -3.0027 3.6843 -0.1 1.4 -1.6
C 3.1568 -4.3907 3.8659 -0.7 -0.2 1.8
C 2.4583 -4.3977 5.3233 -0.7 -1.7 -0.7
P 0.6038 -3.9551 5.4519 0.8 1.0 -1.3
C -0.0072 -3.6051 7.1329 0.6 0.6 -0.8
C 0.3752 -2.1611 7.5906 0.3 -1.0 0.3
C -0.2359 -1.8569 8.9186 -0.6 0.1 2.4
C -1.7224 -1.4884 8.8801 0.0 -0.6 -1.0
C 0.3598 -2.3566 4.4344 -0.6 -1.4 -0.1
C -1.1303 -1.9355 4.3408 -0.4 1.3 0.3
C -1.3497 -0.4091 4.1213 -0.4 -0.1 0.1
C -0.8699 0.0256 2.7589 0.5 0.6 -0.5
C -0.4807 -5.3341 4.8846 0.8 1.0 -0.5
C -0.4838 -6.5085 5.8438 -2.0 -1.2 0.9
C -1.7306 -7.5094 5.6398 1.6 0.7 -1.5
C -1.9391 -7.9183 4.1775 -0.4 0.2 -0.2
H 3.7446 -2.9960 1.5070 0.0 0.0 0.0
H 5.2234 -3.5216 2.3897 0.1 -0.2 -0.4
H 4.8274 -1.8297 2.3575 -0.1 0.1 -0.4
H 2.7611 -2.3554 3.5996 0.0 0.2 0.3
H 4.2558 -2.6070 4.4873 -0.1 -0.4 0.2
H 3.9951 -5.0821 3.7812 0.2 -0.2 0.9
H 2.5429 -4.7593 3.0441 -0.7 0.4 0.2
H 3.0862 -3.9433 6.0897 -0.2 0.7 -0.2
H 2.4745 -5.4290 5.6757 -0.3 -0.3 0.0
H 0.3975 -4.4303 7.7189 0.4 0.4 0.6
H -1.0756 -3.8202 7.1499 -0.2 0.3 -0.3
H 0.0890 -1.3465 6.9253 -0.1 -0.4 -0.5
H 1.4614 -2.1364 7.6779 0.1 0.1 0.0
H 0.3379 -1.1340 9.4984 0.0 0.6 -0.5
H -0.1452 -2.6845 9.6221 0.0 -0.6 -0.3
H -2.2141 -2.2261 8.2460 -0.2 -0.2 -0.2
H -1.9003 -0.5472 8.3600 0.0 0.3 0.4
H -2.2821 -1.5811 9.8108 0.5 0.5 0.2
H 0.7532 -2.5829 3.4434 -0.2 -0.2 -0.1
H 1.0411 -1.5840 4.7908 -0.3 0.0 0.6
H -1.7205 -2.1855 5.2224 0.3 -0.3 0.3
H -1.6726 -2.3973 3.5157 0.4 -0.5 -0.1
H -0.9402 0.2014 4.9261 0.6 -0.1 0.1
H -2.3986 -0.1240 4.2034 -0.4 -0.7 -0.1
H -1.3507 0.8912 2.3032 -0.4 0.1 0.5
H -1.0374 -0.7428 2.0042 0.3 -0.3 0.1
H 0.1770 0.3234 2.8168 0.3 -0.5 -0.3
H -0.2807 -5.5293 3.8310 0.4 -0.4 0.0
H -1.4319 -4.8061 4.8174 -0.5 -0.2 0.3
H -0.7568 -6.1787 6.8462 0.6 0.5 0.2
H 0.4454 -7.0658 5.9627 0.1 0.2 -0.5
H -2.5956 -6.9991 6.0634 -0.1 -0.3 0.0
H -1.5216 -8.4623 6.1261 -0.1 0.4 0.7
H -2.9309 -8.3623 4.0922 0.1 -0.5 -0.1
H -1.1590 -8.6045 3.8477 -0.2 -0.3 0.1
H -1.9356 -7.1421 3.4123 0.1 0.5 0.3
C -1.1026 4.9567 -5.7726 -0.2 0.2 1.3
C -1.2964 3.6116 -5.0385 0.6 0.2 -0.2
C -2.4976 2.8645 -5.5613 -0.8 -1.4 -0.1
C -2.7090 1.4934 -4.8555 -1.0 1.2 0.0
N -4.0656 0.7948 -5.2758 1.0 -0.4 -0.5
C -4.1447 0.6391 -6.8184 0.3 -0.5 0.9
C -4.9415 -0.6676 -7.0714 0.8 1.4 -0.4
C -4.6819 -1.5507 -5.8930 -1.1 -0.5 1.7
C -4.1094 -0.6573 -4.7637 0.7 -0.5 -0.6
C -5.2842 1.5289 -4.7432 0.6 -0.5 0.0
H -1.2050 4.9068 -6.8567 0.0 -0.1 0.2
H -0.1711 5.4559 -5.5061 0.4 -0.4 -0.2
H -1.8258 5.6406 -5.3282 -0.5 0.2 -0.5
H -1.3588 3.7409 -3.9580 -0.2 0.4 0.2
H -0.4021 3.0013 -5.1644 0.1 -0.3 -0.3
H -2.2854 2.5983 -6.5968 -0.1 0.2 -0.2
H -3.4311 3.4270 -5.5435 0.1 0.4 0.1
H -2.8266 1.5793 -3.7753 0.2 0.1 0.0
H -1.7778 0.9914 -5.1181 -0.6 -1.2 -0.1
H -4.5945 1.5593 -7.1912 0.2 -0.2 -0.2
H -3.1047 0.5114 -7.1187 -0.1 0.2 -0.3
H -5.9953 -0.3902 -7.0996 0.0 -0.4 -0.5
H -4.5384 -1.1370 -7.9687 -0.6 0.3 -0.3
H -5.6379 -1.9760 -5.5878 -0.2 0.1 0.2
H -4.0893 -2.4553 -6.0294 0.5 0.5 -0.4
H -4.6125 -0.7315 -3.7996 -0.1 0.3 -0.1
H -3.0948 -1.0394 -4.6512 0.2 0.7 0.2
H -6.1477 0.9357 -5.0441 0.0 0.0 0.2
H -5.4187 2.5324 -5.1469 0.4 -0.1 -0.2
H -5.1685 1.5807 -3.6606 -0.2 -0.1 0.0
C 6.5631 8.0444 -1.3329 0.2 -1.5 -0.2
C 5.7817 6.7179 -1.5156 0.4 -0.6 1.0
C 6.7590 5.4805 -1.2318 -1.0 -0.6 -1.3
C 6.0777 4.1009 -1.1291 -0.3 0.1 0.2
N 6.9934 2.9013 -0.6950 -0.8 -0.2 -1.6
C 6.0756 1.6801 -0.6462 -0.1 0.8 -2.9
C 6.5030 0.8723 0.4600 -0.6 -1.4 2.5
C 6.8511 1.8686 1.5796 0.5 -0.5 -0.1
C 7.4666 3.0027 0.7434 0.5 0.4 0.3
C 8.1661 2.6427 -1.7322 -0.2 0.8 1.3
H 6.4815 8.2299 -0.2619 0.4 0.7 -0.2
H 6.2501 8.8746 -1.9661 -0.2 -0.1 0.3
H 7.5839 7.7697 -1.5982 0.3 0.7 0.1
H 5.2294 6.6763 -2.4544 0.4 -0.4 -0.1
H 5.0402 6.7204 -0.7167 -0.4 -0.3 -0.1
H 7.4037 5.6512 -0.3697 0.0 0.3 -0.1
H 7.3438 5.3020 -2.1342 0.7 0.8 0.1
H 5.5996 3.8259 -2.0693 0.6 -0.2 -0.4
H 5.1935 4.0960 -0.4918 0.4 0.0 0.9
H 6.1151 1.1161 -1.5781 0.1 0.4 -0.3
H 5.0613 2.0743 -0.5832 0.0 -0.2 0.4
H 7.3324 0.1863 0.2878 0.2 0.3 -0.4
H 5.6510 0.2253 0.6689 0.0 -0.2 0.5
H 7.5795 1.4310 2.2623 0.4 0.1 -0.2
H 6.0759 2.1611 2.2879 -0.6 0.2 -0.7
H 8.5432 2.8390 0.6950 0.0 0.5 0.2
H 7.1946 3.9845 1.1308 0.4 0.0 -0.1
H 8.8478 3.4884 -1.6416 -0.1 0.1 0.0
H 7.8593 2.5334 -2.7724 -0.7 0.0 0.3
H 8.7327 1.7577 -1.4430 -0.4 -0.1 0.3
C 9.5659 -1.4405 -3.4824 -0.7 -0.9 1.9
C 9.9335 -2.8781 -2.9264 -0.6 0.1 -1.6
C 8.8739 -3.7057 -2.1051 -0.1 0.9 0.5
C 7.4803 -3.6677 -2.7900 -0.3 -1.7 0.5
N 6.2421 -4.2312 -1.9989 -0.6 1.4 0.3
C 6.3999 -5.6416 -1.3295 -0.3 1.3 -0.7
C 4.9862 -6.2439 -1.3792 -0.5 -0.1 0.6
C 4.0572 -5.3237 -2.1988 -0.4 1.1 0.9
C 4.9913 -4.3816 -2.8986 1.3 0.1 -1.5
C 5.8985 -3.0755 -1.0161 0.6 -1.7 1.1
H 8.5763 -1.4615 -3.9388 0.2 0.2 -0.3
H 10.2826 -0.8968 -4.0979 0.1 -0.8 -0.2
H 9.4744 -0.8268 -2.5862 -0.2 0.4 0.1
H 10.9174 -2.8407 -2.4588 -0.2 -0.2 0.3
H 10.0209 -3.5224 -3.8012 0.5 0.1 -0.2
H 8.8191 -3.4090 -1.0577 -0.2 0.6 0.1
H 9.2795 -4.7113 -1.9943 -0.2 -0.2 -0.5
H 7.4820 -4.4006 -3.5968 0.2 0.7 -0.7
H 7.1600 -2.6570 -3.0429 0.2 -0.2 -0.4
H 6.8583 -5.4542 -0.3584 -0.4 -0.2 0.1
H 7.0893 -6.2763 -1.8864 0.1 0.5 -0.4
H 4.6111 -6.3039 -0.3575 -0.1 -0.3 -0.1
H 4.9917 -7.2418 -1.8177 0.2 0.0 0.2
H 3.4023 -4.7190 -1.5715 0.2 -0.1 0.6
H 3.3017 -5.7896 -2.8315 0.7 -0.4 -0.4
H 4.6663 -3.3883 -3.2082 -0.3 0.1 0.5
H 5.3016 -4.8038 -3.8544 0.5 -0.3 0.1
H 5.5740 -2.1517 -1.4950 0.4 -0.3 -0.5
H 6.7840 -2.9753 -0.3884 0.2 0.5 -0.3
H 5.1564 -3.3575 -0.2693 -0.4 -0.4 -0.5
C 1.8513 4.8912 -1.3947 0.6 -0.4 1.3
C 1.0736 3.7825 -2.0943 -0.1 1.0 -0.4
C 1.4423 2.3468 -1.7689 0.5 -0.7 0.8
C 0.5227 1.2924 -2.4111 0.3 -0.4 -0.5
N 0.6674 -0.1972 -1.9649 -0.9 -0.5 -0.4
C 0.2264 -0.4285 -0.4977 0.5 -1.7 0.1
C 1.3586 -1.2811 0.0757 0.9 0.7 1.7
C 2.1199 -1.9225 -1.0156 0.3 0.4 -2.1
C 2.0848 -0.8030 -2.0577 -0.3 0.8 -0.4
C -0.1888 -1.0860 -2.9678 -0.5 1.3 1.3
H 1.5234 5.9043 -1.6273 -0.1 -0.2 -0.4
H 2.9349 4.8522 -1.5061 0.1 -0.1 -0.5
H 1.7393 4.7732 -0.3170 -0.2 0.2 0.2
H 1.2189 4.0090 -3.1506 -0.5 -0.5 -0.3
H 0.0469 3.9840 -1.7886 -0.4 -0.3 -0.5
H 1.4139 2.2184 -0.6869 -0.3 0.0 0.4
H 2.4998 2.1954 -1.9853 0.0 -0.2 -0.6
H 0.6621 1.2702 -3.4919 0.2 0.0 -0.1
H -0.5215 1.5672 -2.2620 -0.1 -0.2 0.3
H -0.6305 -1.0920 -0.3816 -0.6 0.7 -0.9
H 0.1134 0.4773 0.0980 -0.2 0.0 -0.7
H 1.1682 -1.9976 0.8747 -0.8 0.2 -0.1
H 2.0309 -0.5487 0.5226 0.4 0.0 0.3
H 1.6964 -2.8349 -1.4355 -0.1 -0.1 0.3
H 3.1656 -2.0988 -0.7632 -0.1 -0.2 0.1
H 2.2273 -1.0495 -3.1099 0.3 0.0 0.2
H 2.7849 -0.0153 -1.7794 0.0 0.0 -0.1
H -0.2618 -2.0992 -2.5725 0.5 0.0 -0.1
H 0.1813 -0.9971 -3.9892 0.4 -0.1 0.2
H -1.2071 -0.6993 -2.9295 0.1 0.2 0.1
P -0.1856 -4.9200 0.6814 0.1 -1.6 1.2
F 0.3938 -6.2535 1.5014 -0.5 0.6 -0.8
F 0.6805 -4.0403 1.7471 -0.5 0.7 0.2
F 1.0985 -4.9632 -0.2587 0.6 0.6 -0.5
F -0.7877 -3.5480 -0.0039 0.6 -0.3 0.5
F -0.9438 -5.7855 -0.4058 -0.7 -0.3 0.2
F -1.4794 -4.9846 1.7110 0.4 0.6 -0.5
P -0.2988 -1.0107 -7.6897 1.7 3.0 -2.7
F -1.2124 -0.2703 -8.8523 -1.5 -0.9 0.6
F 0.8999 -0.6525 -8.7213 0.6 -1.4 0.9
F -0.1618 0.5091 -7.0979 0.2 0.7 1.1
F 0.7190 -1.5036 -6.5182 0.0 -0.6 -0.6
F -1.4874 -1.2260 -6.6872 -2.3 -0.2 1.4
F -0.6197 -2.4311 -8.3046 0.8 -0.5 0.0
P -3.3603 1.4225 -0.4769 -2.5 -2.2 1.1
F -3.0169 2.4960 -1.6027 0.0 0.7 0.3
F -4.7951 1.0706 -1.1571 0.0 0.5 -0.7
F -2.7080 0.2641 -1.4323 0.3 -0.1 0.2
F -3.8072 0.2265 0.6410 1.3 0.7 -0.4
F -1.9061 1.6034 0.2194 -0.8 0.6 0.1
F -4.1620 2.4842 0.4994 1.7 -0.1 -0.8
P 5.1382 0.5092 -4.4551 -0.7 -1.9 -2.9
F 4.7766 1.7800 -3.4751 0.4 -0.4 -0.1
F 3.5491 0.3195 -4.8637 0.8 0.6 0.8
F 5.3507 1.4656 -5.7225 0.2 -0.1 1.0
F 5.4665 -0.8363 -5.3834 0.0 1.0 0.7
F 6.7359 0.5395 -4.0553 -0.8 0.7 0.3
F 4.8850 -0.5249 -3.2126 0.1 0.1 1.0
```
Forces are in eV/Å.

Summary:
Orbital gap (eV): 9.28
Total charge: +3
HOMO (eV): -14.43